Density functional theory data (wB97M-V/def2-TZVPD) for 10 unconnected molecules or ions with the total composition C55H68Br2N10O3 at a distorted geometry.

Last column: Mulliken charge in e.
CARTESIAN COORDINATES (ANGSTROEM)
C 1.262 0.671 -1.288  -1.079
C 0.851 0.327 -2.744  -0.470
O 0.617 -1.088 -2.783  -0.347
C -0.283 -1.502 -3.720  0.158
C -0.439 -0.854 -4.925  -0.975
C -1.379 -1.345 -5.784  0.464
C -2.164 -2.437 -5.472  1.301
C -2.009 -3.077 -4.260  -0.859
C -2.880 -4.248 -3.874  -1.313
C -4.062 -3.840 -2.921  -0.026
C -3.994 -4.526 -1.532  -1.428
Br -4.127 -1.888 -2.609  -0.136
C -1.038 -2.609 -3.400  1.602
C -0.784 -3.300 -2.074  -0.684
C 0.207 -4.495 -2.233  -0.812
C 1.531 -4.018 -2.845  -0.162
C 2.656 -5.076 -2.805  -0.808
N 3.855 -4.529 -3.502  -0.626
C -3.152 -2.872 -6.506  0.164
O -4.215 -3.421 -6.283  -0.582
C -2.778 -2.555 -7.932  -0.634
C -2.007 -1.528 -8.233  -0.315
Br -1.545 -1.137 -10.043  -0.128
C -1.504 -0.645 -7.118  0.285
O -1.198 0.516 -7.294  -0.552
H 2.286 1.047 -1.245  0.288
H 1.209 -0.203 -0.639  0.304
H 0.583 1.442 -0.919  0.279
H -0.028 0.919 -2.997  0.439
H 1.707 0.558 -3.385  0.269
H 0.153 0.010 -5.195  0.668
H -3.345 -4.701 -4.747  0.626
H -2.285 -5.031 -3.402  0.319
H -5.031 -4.085 -3.347  0.675
H -3.570 -3.851 -0.789  0.401
H -5.003 -4.749 -1.177  0.300
H -3.425 -5.454 -1.613  0.354
H -1.725 -3.638 -1.645  -0.352
H -0.330 -2.580 -1.390  0.561
H 0.341 -5.031 -1.290  0.455
H -0.263 -5.167 -2.962  0.217
H 1.918 -3.144 -2.318  0.198
H 1.357 -3.802 -3.905  0.300
H 2.977 -5.202 -1.767  0.390
H 2.350 -6.030 -3.238  0.375
H 4.231 -3.846 -2.850  0.281
H 3.546 -3.951 -4.281  0.221
H -3.168 -3.202 -8.712  0.481
C -3.438 1.102 2.341  0.068
C -4.223 0.036 2.861  -0.783
C -4.636 -0.724 1.798  -0.370
N -4.133 -0.155 0.657  0.458
C -3.400 0.955 0.984  -1.216
H -2.953 1.885 2.901  0.340
H -4.455 -0.152 3.896  0.499
H -5.240 -1.616 1.754  0.346
H -4.265 -0.489 -0.280  0.025
H -2.915 1.541 0.222  0.499
C -1.585 -2.002 3.772  0.557
C -1.269 -1.675 5.119  -0.629
C -0.249 -2.500 5.512  -0.595
N 0.062 -3.315 4.459  0.049
C -0.745 -3.015 3.393  -1.048
H -2.342 -1.544 3.156  0.199
H -1.738 -0.920 5.728  0.402
H 0.279 -2.578 6.447  0.390
H 0.772 -4.024 4.466  0.174
H -0.652 -3.547 2.461  0.481
C 6.697 -4.189 -7.853  -0.147
C 5.459 -3.556 -8.141  -0.751
C 4.531 -4.064 -7.270  -0.443
N 5.158 -4.980 -6.471  0.027
C 6.477 -5.059 -6.817  -0.047
H 7.639 -4.024 -8.349  0.410
H 5.272 -2.814 -8.899  0.403
H 3.481 -3.854 -7.152  0.461
H 4.716 -5.511 -5.741  0.231
H 7.144 -5.724 -6.299  -0.146
C 0.486 3.884 2.433  0.477
C 0.323 4.785 1.346  -0.900
C 1.379 4.595 0.495  -0.482
N 2.177 3.619 1.026  0.073
C 1.637 3.177 2.205  -0.961
H -0.168 3.767 3.283  0.472
H -0.480 5.490 1.206  0.416
H 1.631 5.069 -0.439  0.403
H 3.026 3.278 0.615  0.182
H 2.117 2.400 2.777  0.380
C -2.069 3.147 5.442  -0.080
C -2.867 4.307 5.243  -0.572
C -2.034 5.392 5.312  -0.686
N -0.766 4.933 5.549  0.234
C -0.779 3.565 5.625  -1.085
H -2.405 2.123 5.448  0.638
H -3.929 4.339 5.068  0.435
H -2.233 6.445 5.215  0.472
H 0.047 5.510 5.649  0.200
H 0.128 3.011 5.802  0.414
C -0.012 7.626 9.336  -0.652
C 1.143 8.437 9.509  -0.310
C 2.074 8.023 8.595  -0.667
N 1.528 6.992 7.878  0.045
C 0.254 6.747 8.321  -0.324
H -0.933 7.684 9.893  0.395
H 1.273 9.233 10.225  0.527
H 3.073 8.370 8.393  0.389
H 1.993 6.493 7.142  0.181
H -0.349 5.972 7.881  0.416
C 10.405 -9.353 -6.637  -0.393
C 10.494 -8.167 -7.414  -0.498
C 9.658 -7.243 -6.848  -0.299
N 9.064 -7.826 -5.761  0.013
C 9.518 -9.110 -5.623  -0.500
H 10.933 -10.277 -6.803  0.387
H 11.103 -8.011 -8.289  0.387
H 9.434 -6.227 -7.124  0.341
H 8.399 -7.381 -5.156  0.190
H 9.170 -9.737 -4.819  0.365
C -0.537 13.031 10.974  -0.410
C 0.616 13.842 11.148  -0.393
C 1.546 13.428 10.233  -0.509
N 1.003 12.396 9.516  0.014
C -0.269 12.152 9.959  -0.478
H -1.458 13.087 11.530  0.401
H 0.746 14.638 11.862  0.385
H 2.545 13.776 10.031  0.373
H 1.464 11.896 8.779  0.214
H -0.869 11.375 9.516  0.404
C -9.398 -0.530 -1.270  -0.441
C -9.134 -1.798 -0.686  -0.659
C -7.819 -1.804 -0.303  -0.251
N -7.279 -0.592 -0.636  0.243
C -8.234 0.191 -1.221  -0.538
H -10.334 -0.187 -1.678  0.401
H -9.830 -2.611 -0.561  0.404
H -7.224 -2.563 0.175  0.340
H -6.329 -0.319 -0.474  0.167
H -8.004 1.189 -1.553  0.377

Values from the calculation:
Structure (SMILES): CCOc1cc2c(c(C[C@@H](C)Br)c1CCCCN)C(=O)C=C(Br)C2=O.c1cc[nH]c1.c1cc[nH]c1.c1cc[nH]c1.c1cc[nH]c1.c1cc[nH]c1.c1cc[nH]c1.c1cc[nH]c1.c1cc[nH]c1.c1cc[nH]c1
Largest force on an atom (Eh/bohr): 0.03473
DFT total energy (hartree): -8057.780625
Kohn-Sham gap (eV): 6.989
Net charge: 0